Entry from the OMol25 dataset: a structure of composition C53H49ClInN3O6P2S at a distorted geometry (wB97M-V/def2-TZVPD).

```
116
Properties=species:S:1:pos:R:3:forces:R:3
In 0.7348 0.2156 0.0998 -0.8 -1.3 2.1
N -2.7883 -2.3293 -0.3889 -0.2 -0.5 -0.1
P -3.5776 -0.7838 -0.3006 1.7 -0.1 -0.4
C -5.3057 -1.2836 -0.3955 -0.8 0.7 0.5
C -5.7424 -1.9753 -1.5188 -0.1 -0.5 0.3
C -7.0782 -2.3726 -1.6579 0.0 0.4 -0.3
C -8.0435 -1.8888 -0.7527 0.4 -0.3 0.1
C -7.6144 -1.0744 0.3100 0.2 0.2 -0.3
C -6.2685 -0.7581 0.4917 -0.3 -0.8 -0.8
C -3.3945 -0.4202 1.4503 -0.3 0.5 0.7
C -3.5188 -1.4115 2.4135 -0.3 -0.7 1.0
C -3.3723 -1.1318 3.7907 -0.5 0.2 -1.2
C -3.0398 0.1731 4.1485 0.4 -0.2 0.5
C -2.9109 1.1751 3.1955 -0.4 0.1 -0.3
C -3.1397 0.8901 1.8489 0.7 0.7 -0.8
P -1.0448 -2.6276 -0.2769 -0.9 0.4 1.2
C -1.1188 -4.3589 0.3125 0.6 0.5 -1.1
C -1.7997 -4.6139 1.4633 -1.8 -0.5 1.9
C -2.0094 -5.9150 1.9468 1.0 -0.3 0.2
C -1.3092 -6.9498 1.3142 0.0 0.6 -0.4
C -0.5064 -6.6677 0.1911 -0.3 0.0 1.2
C -0.3804 -5.3743 -0.2879 -0.4 -0.8 -0.5
C -0.6768 -2.9311 -1.9980 -0.6 -0.8 -0.5
C -1.5983 -3.5952 -2.8270 1.0 0.5 -1.3
C -1.3299 -3.5523 -4.2232 -1.1 -0.3 1.5
C -0.2208 -2.8736 -4.7073 -0.3 -0.5 -0.4
C 0.7542 -2.4067 -3.8666 0.3 -0.2 0.9
C 0.5201 -2.4715 -2.4948 0.7 0.7 0.1
H -3.3872 -3.1615 -0.3695 0.3 0.5 0.1
H -4.9618 -2.1953 -2.2458 -0.4 -0.4 -0.1
H -7.3179 -3.0071 -2.5308 -0.2 0.5 0.6
H -9.1071 -2.1503 -0.8492 0.6 0.1 0.0
H -8.3036 -0.6266 1.0240 -0.2 -0.3 -0.3
H -6.0039 -0.0877 1.2883 0.3 0.0 0.3
H -3.7551 -2.4369 2.0814 0.1 0.6 0.3
H -3.6329 -1.8800 4.5459 0.5 0.2 -0.3
H -2.7589 0.3872 5.1844 -0.4 0.0 -0.3
H -2.6859 2.1890 3.5118 0.2 -0.1 -0.1
H -2.9747 1.6676 1.0421 -0.3 -0.9 1.1
H -2.2393 -3.7760 2.0158 0.1 -0.3 -0.3
H -2.5688 -6.1527 2.8771 0.3 0.5 -0.8
H -1.3376 -7.9583 1.6984 -0.1 -0.1 0.0
H 0.0222 -7.5028 -0.2225 0.4 -0.1 -0.5
H 0.1711 -5.1815 -1.2037 0.1 0.0 0.2
H -2.4520 -4.1155 -2.3822 0.2 0.3 -0.4
H -2.0224 -4.0254 -4.9154 0.0 0.1 0.0
H -0.1390 -2.7550 -5.7673 0.2 0.0 -0.6
H 1.6987 -2.0163 -4.1958 0.2 0.3 -0.2
H 1.2575 -2.0601 -1.7908 -0.3 0.0 -0.4
C -4.3721 7.2585 -2.5283 -1.0 -0.7 0.3
C -3.3493 6.4184 -1.8187 0.6 1.7 0.7
C -2.2912 7.0775 -1.1477 -0.3 -0.4 -0.6
C -1.3052 6.3122 -0.5603 0.4 0.0 1.1
C -1.3351 4.9072 -0.6178 -0.7 0.9 0.1
C -2.4102 4.2850 -1.2837 1.6 -0.2 1.4
C -3.4324 5.0413 -1.7710 -0.5 0.0 -0.9
S -0.0670 4.0188 0.2441 0.0 -3.9 0.1
O 1.1557 4.7710 0.2675 -0.3 0.9 0.4
O -0.6427 3.7239 1.6858 0.8 0.6 -0.6
N 0.0303 2.5404 -0.3413 -0.5 1.2 0.5
C 0.2549 2.3810 -1.7034 -0.7 0.0 -1.2
C 0.6537 3.4728 -2.4683 1.1 0.0 -0.7
C 0.7615 3.3112 -3.8465 -0.1 -0.8 0.1
C 0.4274 2.0645 -4.4457 0.4 1.1 0.3
C 0.0693 1.0286 -3.6002 -0.5 0.7 1.1
N -0.0439 1.1762 -2.2528 -0.2 1.3 -0.8
H -4.7652 8.0709 -1.8725 0.3 -0.5 -0.6
H -5.2026 6.5500 -2.7486 0.2 0.8 -0.2
H -3.9684 7.6733 -3.4653 -0.2 -0.1 0.3
H -2.2216 8.1829 -1.0999 -0.2 -0.8 -0.1
H -0.5677 6.8245 0.0721 0.0 -0.4 -0.5
H -2.4006 3.2199 -1.3746 -0.2 -0.6 0.1
H -4.2850 4.5183 -2.1997 0.1 0.2 -0.1
H 1.0499 4.3508 -1.9358 -0.4 -0.3 -0.7
H 1.1594 4.1364 -4.4198 -0.1 0.0 -0.3
H 0.4521 1.9454 -5.5351 0.1 -0.1 0.5
H -0.2807 0.0787 -3.9903 0.2 -0.1 0.1
C 2.2272 2.7045 2.7793 -0.4 -1.4 -0.4
O 0.9911 1.9187 2.8193 0.1 4.5 0.8
H 2.4514 2.9298 3.7975 0.5 0.3 0.8
H 2.0245 3.6152 2.2267 0.3 0.2 -0.2
H 3.0180 2.0780 2.3213 -0.4 0.5 0.1
H -0.0019 3.0632 2.2487 -0.3 -0.5 -0.7
C 0.9873 0.6280 2.4049 -0.6 -3.3 -1.2
C 1.4117 -0.3431 3.3454 0.5 0.5 -1.7
C 2.3019 -0.0970 4.4347 -0.8 -0.2 0.9
C 2.8124 -1.1155 5.2200 0.5 0.7 -0.3
C 2.6990 -2.4304 4.8361 -0.2 -1.0 0.2
C 1.8622 -2.7233 3.7667 -0.6 -0.7 -1.3
C 1.1886 -1.7294 3.0748 0.5 -1.1 0.2
H 2.5053 0.9274 4.6421 0.3 0.6 0.5
H 3.4059 -0.9120 6.0976 0.3 0.4 0.2
H 3.2032 -3.2458 5.3229 0.2 -0.1 0.4
H 1.7702 -3.7936 3.4310 -0.1 1.1 0.3
H 0.5664 -2.0187 2.2377 -0.2 0.1 -0.1
C 7.3260 -1.5236 1.2520 -0.2 0.5 0.3
C 7.6839 -0.3850 0.3252 -1.6 0.6 -0.7
C 8.6152 0.5884 0.6146 0.1 -0.3 0.0
C 8.7964 1.6345 -0.2639 -0.1 -0.1 0.1
Cl 10.0814 2.6887 0.1650 0.7 1.1 0.0
C 8.0693 1.8157 -1.4294 0.6 -0.5 0.3
C 7.1591 0.8569 -1.8012 -0.7 -0.9 1.5
C 6.8799 -0.1600 -0.8426 0.4 -0.2 -0.1
O 5.8679 -1.0194 -1.0917 0.2 -0.6 -0.4
C 4.6262 -0.8981 -0.3597 0.4 -0.2 -0.2
C 3.5491 -0.3832 -1.3402 -1.0 0.8 0.7
O 3.5286 -0.8340 -2.4843 0.1 0.0 0.1
O 2.7179 0.4598 -0.8194 1.7 -0.4 -0.6
H 8.1985 -1.9361 1.7566 0.2 0.1 0.0
H 6.8808 -2.3066 0.6498 -0.2 -0.2 0.1
H 6.6089 -1.2054 2.0537 0.5 -0.3 -0.8
H 9.2076 0.5673 1.5252 0.0 -0.2 -0.1
H 8.2460 2.6673 -2.0308 0.3 0.7 -0.6
H 6.5897 0.9130 -2.7265 -0.1 0.0 0.3
H 4.7854 -0.2690 0.5143 -0.3 0.3 -0.1
H 4.3629 -1.9084 0.0074 0.0 0.4 -0.3
```
Forces are in eV/Å.

The strongest force on any atom is 0.088 Eh/bohr. Its net charge is -2. As for the frontier orbital gap (spin up / spin down): 0.09062 / 0.09057 Eh. For the electronic energy, the calculation gives -4395.76707 Ha.

Mulliken atomic charge list, values in e, 6 entries: number 1, In, carries 0.318; number 2, N, carries -0.439; number 3, P, carries 0.247; number 4, C, carries 0.167; number 5, C, carries -0.407; number 6, C, carries -0.435